[1]
{"formula": "C75H174N10O4", "method": "the ωB97M-V functional and the def2-TZVPD basis", "homo_ev": [-13.46, -16.90], "e_tot_ha": -3807.36324, "max_force_ha_per_bohr": 0.05953, "lumo_ha": [-0.4064, -0.4134], "spin_multiplicity": 2, "total_charge": 7, "elements": ["C", "C", "C", "C", "C", "C", "N", "O", "C", "C", "C", "H", "H", "H", "H", "H", "H", "H", "H", "H", "H", "H", "H", "H", "H", "H", "H", "H", "H", "C", "C", "C", "N", "C", "C", "C", "C", "C", "H", "H", "H", "H", "H", "H", "H", "H", "H", "H", "H", "H", "H", "H", "H", "H", "H", "H", "C", "C", "C", "N", "C", "C", "C", "C", "C", "H", "H", "H", "H", "H", "H", "H", "H", "H", "H", "H", "H", "H", "H", "H", "H", "H", "H", "C", "C", "C", "N", "C", "C", "C", "C", "C", "H", "H", "H", "H", "H", "H", "H", "H", "H", "H", "H", "H", "H", "H", "H", "H", "H", "H", "C", "N", "C", "C", "C", "C", "O", "H", "H", "H", "H", "H", "H", "H", "H", "H", "H", "H", "H", "H", "H", "C", "N", "C", "C", "C", "C", "O", "H", "H", "H", "H", "H", "H", "H", "H", "H", "H", "H", "H", "H", "H", "C", "N", "C", "C", "C", "C", "O", "H", "H", "H", "H", "H", "H", "H", "H", "H", "H", "H", "H", "H", "H", "C", "C", "C", "C", "N", "C", "C", "C", "C", "C", "H", "H", "H", "H", "H", "H", "H", "H", "H", "H", "H", "H", "H", "H", "H", "H", "H", "H", "H", "H", "C", "C", "C", "C", "N", "C", "C", "C", "C", "C", "H", "H", "H", "H", "H", "H", "H", "H", "H", "H", "H", "H", "H", "H", "H", "H", "H", "H", "H", "H", "C", "C", "C", "C", "N", "C", "C", "C", "C", "C", "H", "H", "H", "H", "H", "H", "H", "H", "H", "H", "H", "H", "H", "H", "H", "H", "H", "H", "H", "H"], "positions_angstrom": [[-2.08, 0.85, -1.11], [-0.58, 0.85, -1.02], [-0.21, 2.15, -0.23], [-0.32, 2.02, 1.32], [0.45, 0.81, 1.88], [-0.11, -0.51, 1.17], [0.04, -0.38, -0.32], [-0.16, -1.60, -1.04], [-1.56, -0.89, 1.67], [0.82, -1.62, 1.76], [-0.07, 0.96, -2.40], [-2.61, 1.16, -0.21], [-2.49, -0.13, -1.36], [-2.34, 1.66, -1.81], [-0.95, 2.90, -0.52], [0.84, 2.44, -0.33], [-1.35, 2.06, 1.68], [0.15, 2.95, 1.65], [0.26, 0.68, 2.94], [1.52, 1.00, 1.78], [-2.03, -1.77, 1.22], [-2.24, -0.05, 1.55], [-1.41, -1.06, 2.74], [1.85, -1.47, 1.42], [0.62, -2.65, 1.46], [0.77, -1.55, 2.84], [0.97, 0.63, -2.37], [-0.16, 1.97, -2.82], [-0.38, 0.18, -3.09], [-5.42, -0.18, 1.16], [-5.07, -0.79, 2.47], [-6.28, -0.69, 3.36], [-5.94, -1.06, 4.81], [-5.41, -2.53, 4.85], [-7.21, -0.88, 5.65], [-6.72, -0.59, 7.07], [-5.43, 0.31, 6.90], [-4.94, -0.03, 5.50], [-4.63, -0.43, 0.45], [-5.49, 0.91, 1.17], [-6.37, -0.48, 0.72], [-4.16, -0.34, 2.88], [-4.79, -1.83, 2.27], [-7.16, -1.24, 3.04], [-6.51, 0.38, 3.37], [-6.13, -3.18, 4.36], [-5.42, -2.87, 5.88], [-4.39, -2.60, 4.49], [-7.92, -1.68, 5.43], [-7.80, -0.01, 5.37], [-6.41, -1.56, 7.47], [-7.46, -0.23, 7.79], [-4.77, 0.11, 7.74], [-5.53, 1.39, 6.97], [-4.05, -0.63, 5.72], [-4.70, 0.74, 4.77], [8.55, 3.91, 0.41], [7.20, 3.67, -0.28], [6.95, 2.17, -0.45], [5.72, 1.77, -1.28], [5.82, 2.35, -2.66], [5.77, 0.22, -1.56], [4.30, -0.24, -1.65], [3.68, 0.59, -0.55], [4.37, 2.00, -0.65], [8.81, 3.37, 1.32], [8.72, 4.97, 0.63], [9.34, 3.63, -0.28], [7.23, 4.09, -1.29], [6.30, 4.17, 0.07], [6.85, 1.69, 0.53], [7.80, 1.75, -0.99], [6.82, 2.13, -3.02], [5.52, 3.40, -2.59], [5.06, 1.99, -3.36], [6.36, -0.01, -2.44], [6.24, -0.29, -0.71], [3.93, -0.08, -2.66], [4.17, -1.31, -1.46], [2.62, 0.82, -0.71], [3.69, 0.17, 0.45], [3.75, 2.55, -1.36], [4.43, 2.49, 0.32], [1.27, 4.51, 4.35], [2.29, 3.31, 4.49], [2.09, 2.63, 5.86], [2.78, 1.30, 5.98], [4.33, 1.44, 6.02], [2.36, 0.20, 4.91], [2.74, -1.12, 5.44], [2.75, -0.97, 6.94], [2.36, 0.53, 7.22], [1.67, 5.52, 4.44], [0.34, 4.28, 4.88], [1.01, 4.64, 3.30], [3.31, 3.62, 4.28], [2.23, 2.71, 3.58], [1.06, 2.47, 6.17], [2.54, 3.29, 6.61], [4.79, 0.47, 6.20], [4.42, 2.11, 6.87], [4.65, 1.91, 5.08], [2.83, 0.36, 3.93], [1.29, 0.28, 4.71], [3.70, -1.53, 5.11], [2.05, -1.93, 5.17], [3.64, -1.29, 7.49], [1.94, -1.57, 7.34], [2.96, 0.96, 8.02], [1.29, 0.60, 7.40], [-2.42, -4.39, -0.99], [-3.67, -3.74, -1.67], [-4.16, -2.57, -0.79], [-3.14, -2.97, -2.92], [-4.83, -4.71, -2.04], [-4.47, -5.79, -3.13], [-4.71, -5.38, -4.43], [-2.88, -4.80, -0.09], [-1.64, -3.64, -0.79], [-2.18, -5.14, -1.74], [-4.70, -1.77, -1.29], [-3.22, -2.12, -0.47], [-4.59, -2.92, 0.14], [-2.59, -3.50, -3.69], [-2.47, -2.19, -2.55], [-3.97, -2.45, -3.40], [-5.77, -4.20, -2.26], [-5.16, -5.26, -1.16], [-5.20, -6.57, -2.91], [-3.54, -6.32, -2.92], [-5.29, -6.04, -4.84], [1.13, -2.34, -4.31], [1.63, -3.81, -4.02], [2.21, -3.95, -2.61], [0.38, -4.71, -4.10], [2.61, -4.20, -5.14], [2.59, -5.70, -5.40], [3.79, -6.02, -5.95], [1.97, -1.66, -4.28], [0.44, -2.07, -3.51], [0.72, -2.31, -5.32], [1.43, -3.72, -1.89], [3.00, -3.21, -2.56], [2.40, -5.01, -2.47], [-0.37, -4.17, -3.54], [0.60, -5.75, -3.83], [0.12, -4.78, -5.16], [3.60, -3.82, -4.87], [2.38, -3.65, -6.05], [1.77, -6.04, -6.04], [2.69, -6.29, -4.49], [3.91, -6.97, -5.92], [5.29, -7.09, -0.30], [4.89, -6.12, 0.83], [3.46, -6.50, 1.33], [5.78, -6.16, 2.12], [4.88, -4.72, 0.20], [4.43, -3.53, 1.10], [5.30, -2.51, 0.73], [5.04, -8.10, 0.05], [6.34, -6.96, -0.52], [4.66, -6.96, -1.18], [2.74, -6.22, 0.56], [3.36, -5.91, 2.24], [3.41, -7.55, 1.61], [5.69, -7.21, 2.40], [5.39, -5.46, 2.86], [6.82, -5.90, 1.93], [4.27, -4.80, -0.70], [5.94, -4.63, -0.04], [4.58, -3.71, 2.16], [3.47, -3.13, 0.77], [5.38, -1.89, 1.46], [-5.58, -5.90, 7.15], [-4.91, -6.47, 5.87], [-3.39, -6.28, 5.88], [-2.82, -6.75, 4.53], [-1.24, -6.57, 4.47], [-0.66, -5.11, 4.63], [-0.33, -4.59, 3.18], [-0.89, -5.61, 2.22], [-0.78, -6.92, 3.06], [-0.54, -7.62, 5.36], [-5.12, -6.29, 8.05], [-6.61, -6.26, 7.16], [-5.61, -4.82, 7.26], [-5.30, -6.02, 4.96], [-5.16, -7.53, 5.87], [-2.99, -6.83, 6.74], [-3.06, -5.25, 6.00], [-3.09, -5.98, 3.80], [-3.06, -7.77, 4.21], [0.23, -5.15, 5.25], [-1.37, -4.41, 5.07], [0.74, -4.41, 3.03], [-0.88, -3.70, 2.90], [-0.41, -5.63, 1.24], [-1.97, -5.51, 2.11], [0.27, -7.15, 3.23], [-1.19, -7.85, 2.67], [-0.87, -7.39, 6.37], [0.54, -7.59, 5.28], [-0.95, -8.57, 4.99], [-1.73, 3.83, -4.18], [-2.27, 2.77, -5.21], [-2.62, 3.47, -6.55], [-1.30, 4.00, -7.20], [-1.64, 5.01, -8.43], [-0.38, 5.27, -9.27], [-0.26, 6.70, -9.57], [-1.55, 7.35, -9.13], [-1.96, 6.44, -7.96], [-2.78, 4.47, -9.34], [-2.33, 4.74, -4.30], [-0.70, 4.10, -4.41], [-1.79, 3.40, -3.18], [-3.19, 2.29, -4.90], [-1.61, 1.92, -5.36], [-3.47, 4.16, -6.51], [-3.10, 2.68, -7.12], [-0.86, 3.13, -7.68], [-0.52, 4.41, -6.56], [-0.55, 4.81, -10.25], [0.57, 5.00, -8.79], [-0.06, 6.87, -10.62], [0.48, 7.16, -8.92], [-2.28, 7.64, -9.88], [-1.39, 8.38, -8.81], [-2.99, 6.37, -7.62], [-1.26, 6.59, -7.14], [-2.44, 3.48, -9.66], [-2.78, 5.20, -10.15], [-3.73, 4.24, -8.87], [-0.86, 6.69, 1.75], [-0.76, 6.06, 0.33], [0.07, 6.85, -0.70], [-0.34, 8.31, -1.15], [0.40, 8.95, -2.38], [0.19, 8.18, -3.75], [-0.71, 8.89, -4.67], [-0.32, 10.30, -4.29], [-0.24, 10.29, -2.72], [1.88, 9.16, -2.06], [0.03, 7.10, 2.23], [-1.47, 6.23, 2.53], [-1.39, 7.64, 1.75], [-1.80, 5.85, 0.09], [-0.26, 5.09, 0.41], [0.07, 6.21, -1.59], [1.13, 6.84, -0.42], [-0.35, 9.01, -0.31], [-1.39, 8.26, -1.44], [1.16, 8.16, -4.24], [-0.13, 7.15, -3.63], [-0.41, 8.83, -5.72], [-1.76, 8.68, -4.48], [0.59, 10.58, -4.82], [-1.15, 10.95, -4.61], [0.45, 11.05, -2.36], [-1.25, 10.41, -2.35], [2.29, 9.75, -2.88], [2.51, 8.28, -2.15], [2.01, 9.70, -1.12]], "mulliken_spin": [-0.001, 0.015, -0.005, -0.007, 0.024, -0.004, 0.016, 0.016, -0.138, -1.058, 0.000, -0.001, 0.002, -0.001, 0.000, -0.002, 0.000, 0.000, 0.045, 0.034, 0.068, -0.009, 0.062, 0.192, 0.366, 0.052, 0.000, -0.002, 0.003, 0.004, -0.042, -0.002, -0.019, -0.111, 0.000, 0.000, 0.001, 0.016, 0.000, -0.001, 0.001, 0.010, 0.035, -0.001, 0.002, -0.003, -0.010, 0.137, 0.000, 0.000, 0.000, 0.000, -0.001, 0.000, 0.001, 0.000, 0.000, 0.000, 0.003, -0.007, 0.000, 0.010, -0.031, -0.058, -0.006, 0.000, 0.000, 0.000, 0.000, 0.000, 0.001, 0.002, 0.000, 0.000, 0.000, 0.001, 0.009, -0.001, 0.035, -0.027, 0.098, 0.003, 0.009, 0.001, -0.010, 0.004, -0.043, 0.006, -0.090, 0.022, -0.038, 0.022, 0.000, 0.000, 0.000, 0.001, 0.013, 0.000, 0.000, 0.014, 0.002, -0.009, 0.102, -0.009, 0.136, 0.073, -0.015, -0.017, 0.007, 0.010, 0.112, -0.068, -0.006, 0.008, 0.006, 0.000, 0.000, 0.006, 0.025, -0.047, 0.002, 0.000, 0.019, 0.007, -0.003, 0.001, 0.002, -0.002, 0.000, 0.002, 0.000, 0.011, -0.032, 0.028, 0.092, 0.004, 0.001, -0.002, 0.001, 0.003, -0.001, 0.160, 0.030, -0.032, -0.046, -0.015, 0.013, 0.000, -0.003, 0.004, 0.005, -0.001, 0.013, -0.489, 0.600, 0.147, -0.183, 0.056, -0.031, 0.012, 0.008, 0.023, 0.005, -0.055, 0.018, 0.023, -0.064, 0.014, 0.243, -0.007, 0.144, -0.113, 0.039, 0.001, 0.004, -0.015, 0.031, -0.224, 0.197, -0.074, 0.061, 0.005, 0.047, 0.000, 0.000, 0.000, 0.000, 0.000, -0.001, 0.010, 0.012, 0.003, 0.011, -0.009, 0.230, 0.061, -0.116, 0.069, 0.164, -0.058, 0.008, -0.017, 0.005, 0.000, 0.000, 0.000, 0.000, 0.000, 0.000, 0.000, 0.000, 0.000, 0.000, 0.000, 0.000, 0.000, 0.000, 0.001, 0.000, 0.000, 0.000, 0.000, 0.000, 0.000, 0.000, 0.000, 0.000, 0.000, 0.000, 0.000, 0.000, 0.000, 0.000, 0.000, 0.000, 0.000, 0.000, 0.000, 0.000, 0.000, 0.000, 0.000, 0.000, 0.000, 0.000, 0.000, 0.000, 0.000, 0.000, 0.000, 0.000, 0.000, 0.000, 0.000, 0.000, 0.000, 0.000, 0.000, 0.000, 0.000, 0.000, 0.000, 0.000]}

[2]
{"formula": "C21H60O9", "method": "the ωB97M-V functional and the def2-TZVPD basis", "homo_ev": [0.18, -7.35], "e_tot_ha": -1513.16100, "relative_energy_kcal_mol": 16.2, "max_force_ha_per_bohr": 0.07897, "lumo_ha": [0.0831, 0.0822], "spin_multiplicity": 2, "total_charge": -1, "elements": ["O", "H", "H", "O", "H", "H", "C", "C", "C", "O", "H", "H", "H", "H", "H", "H", "H", "H", "C", "C", "C", "O", "H", "H", "H", "H", "H", "H", "H", "H", "C", "C", "C", "O", "H", "H", "H", "H", "H", "H", "H", "H", "C", "C", "C", "O", "H", "H", "H", "H", "H", "H", "H", "H", "C", "C", "C", "O", "H", "H", "H", "H", "H", "H", "H", "H", "C", "C", "C", "O", "H", "H", "H", "H", "H", "H", "H", "H", "C", "C", "C", "O", "H", "H", "H", "H", "H", "H", "H", "H"], "positions_angstrom": [[10.35, 10.80, 4.76], [10.95, 11.41, 4.33], [10.92, 10.18, 5.21], [7.35, 9.91, 0.35], [8.02, 9.83, -0.34], [7.03, 9.02, 0.48], [9.00, 14.33, 2.09], [8.56, 12.84, 2.06], [7.25, 12.57, 2.85], [8.16, 12.47, 0.82], [8.17, 14.98, 1.82], [9.81, 14.61, 1.42], [9.18, 14.81, 3.05], [9.35, 12.30, 2.57], [6.77, 11.64, 2.56], [6.48, 13.31, 2.65], [7.46, 12.71, 3.91], [7.95, 11.55, 0.94], [4.12, 7.27, 4.14], [5.60, 7.38, 4.55], [6.38, 8.14, 3.51], [5.82, 8.06, 5.81], [3.92, 6.69, 3.24], [3.75, 8.27, 3.92], [3.59, 6.86, 5.00], [5.91, 6.33, 4.61], [7.46, 8.16, 3.62], [6.06, 9.18, 3.50], [6.11, 7.82, 2.50], [6.61, 8.60, 5.82], [10.95, 18.18, -1.84], [11.01, 16.81, -1.21], [11.70, 16.81, 0.11], [9.73, 16.29, -1.13], [11.81, 18.78, -2.14], [10.49, 18.80, -1.07], [10.23, 18.11, -2.66], [11.47, 16.10, -1.90], [12.70, 17.17, -0.11], [11.89, 15.79, 0.46], [11.12, 17.41, 0.82], [9.85, 15.34, -1.10], [9.56, 14.01, -3.59], [8.83, 13.41, -2.42], [8.32, 11.95, -2.66], [9.57, 13.50, -1.25], [10.54, 13.54, -3.62], [9.69, 15.09, -3.59], [8.88, 13.88, -4.43], [7.96, 14.04, -2.23], [9.10, 11.19, -2.65], [7.79, 11.85, -3.60], [7.68, 11.52, -1.88], [9.00, 13.33, -0.50], [7.20, 16.56, 6.08], [5.88, 16.75, 5.43], [5.82, 16.26, 4.00], [4.82, 16.25, 6.23], [7.43, 15.53, 6.36], [7.31, 17.13, 7.00], [8.05, 16.84, 5.46], [5.60, 17.81, 5.40], [6.62, 16.71, 3.41], [4.86, 16.29, 3.48], [6.10, 15.20, 4.02], [4.90, 15.30, 6.28], [4.44, 15.56, 0.03], [5.19, 14.21, -0.24], [4.93, 13.59, -1.58], [6.57, 14.49, -0.14], [4.85, 16.02, 0.93], [3.40, 15.26, 0.15], [4.64, 16.25, -0.79], [4.92, 13.55, 0.58], [5.19, 12.54, -1.73], [5.28, 14.26, -2.36], [3.88, 13.45, -1.83], [6.90, 13.71, 0.31], [7.58, 18.35, 1.09], [7.84, 19.43, 2.16], [9.37, 19.55, 2.48], [7.43, 20.71, 1.69], [7.63, 17.32, 1.46], [8.30, 18.51, 0.29], [6.61, 18.41, 0.61], [7.30, 19.11, 3.06], [9.95, 19.99, 1.66], [9.81, 18.60, 2.77], [9.54, 20.13, 3.39], [7.60, 21.39, 2.35]], "mulliken_spin": [0.031, -0.009, -0.018, -2.341, 0.187, 0.941, 0.255, 0.632, 0.214, -0.040, 0.011, -0.081, 0.041, -0.099, -0.250, 0.056, -0.082, 0.606, 0.157, 0.024, 0.160, -0.069, -0.067, -0.027, -0.008, 0.012, -0.102, 0.162, -0.102, 0.007, 0.000, -0.007, 0.000, 0.004, 0.000, 0.000, 0.002, 0.000, -0.002, -0.001, 0.004, 0.011, 0.040, -0.145, 0.572, 0.080, -0.010, 0.022, -0.007, -0.014, -0.124, 0.017, -0.103, 0.233, 0.018, -0.011, -0.015, -0.005, -0.008, 0.000, -0.001, 0.000, 0.006, 0.004, 0.012, 0.003, 0.004, 0.188, 0.078, -0.076, 0.019, -0.010, 0.002, 0.004, -0.090, 0.020, -0.019, 0.111, -0.004, -0.004, -0.002, 0.000, 0.004, 0.000, 0.000, 0.001, 0.000, 0.004, 0.000, 0.000]}